1.
Below is a cluster of 2 separate species, C8H9NO3 in total, with properties calculated with wB97M-V/def2-TZVPD.

Output
net charge = 0
HOMO-LUMO gap (spin up / spin down) = 0.2495 / 0.2753 hartree
LUMO level (spin up / spin down) = -2.53 / -1.82 eV
E_HOMO (spin up / spin down) = -0.343 / -0.342 hartree
energy above the lowest of the compared OMol25 structures with the same formula, charge and spin = 170.8 kcal/mol
2S+1 = 1
molar mass = 167.164 g/mol

Last columns: bonded neighbours and bond lengths (Å).
Atoms and positions in Å:
1 C 0.93 -1.00 2.73  C2 1.382, C6 1.414, H13 1.098
2 C -0.30 -1.32 2.18  C1 1.382, C3 1.430, H14 1.077
3 C -0.83 -0.51 1.13  C2 1.430, C4 1.401, H15 1.082
4 C -0.12 0.62 0.72  C3 1.401, C5 1.368, C7 1.520
5 C 1.11 0.92 1.25  C4 1.368, C6 1.434, H16 1.094
6 C 1.68 0.12 2.29  C1 1.414, C5 1.434, H17 1.053
7 C -0.68 1.53 -0.37  C4 1.520, C8 1.546, H18 1.098, H19 1.090
8 C -0.34 0.95 -1.76  C7 1.546, O9 1.377, H20 1.108, H21 1.109
9 O -0.96 -0.27 -1.71  C8 1.377
10 O -0.84 -0.71 -3.58  N11 1.294
11 N -0.41 -1.93 -3.49  O10 1.294, O12 1.273
12 O -0.19 -2.50 -4.61  N11 1.273
13 H 1.35 -1.62 3.54  C1 1.098
14 H -0.88 -2.16 2.51  C2 1.077
15 H -1.77 -0.77 0.66  C3 1.082
16 H 1.67 1.78 0.87  C5 1.094
17 H 2.62 0.37 2.70  C6 1.053
18 H -1.77 1.55 -0.30  C7 1.098
19 H -0.28 2.54 -0.27  C7 1.090
20 H -0.72 1.58 -2.59  C8 1.108
21 H 0.75 0.83 -1.91  C8 1.109


2.
Below is a cluster of 2 separate species, C8H9NO3S in total, with properties calculated with wB97M-V/def2-TZVPD.

Output
net charge = 0
HOMO-LUMO gap = 0.3390 hartree
LUMO level = 0.04 eV
E_HOMO = -0.337 hartree
energy above the lowest of the compared OMol25 structures with the same formula, charge and spin = 77.8 kcal/mol
2S+1 = 1
molar mass = 199.231 g/mol

Last columns: bonded neighbours and bond lengths (Å).
Atoms and positions in Å:
1 C 2.14 -1.41 -0.92  C2 1.383, C3 1.447, H14 1.040
2 C 1.47 -2.23 -0.03  C1 1.383, C4 1.440, H15 1.032
3 C 1.66 -0.06 -1.16  C1 1.447, C5 1.371, H16 1.029
4 C 0.38 -1.71 0.76  C2 1.440, C6 1.424, H17 1.098
5 C 0.68 0.50 -0.39  C3 1.371, C6 1.413, C7 1.486
6 C 0.00 -0.36 0.50  C4 1.424, C5 1.413, C8 1.441
7 C 0.05 1.85 -0.39  C5 1.486, N9 1.491, H18 1.155, H19 1.038
8 C -1.24 0.30 0.82  C6 1.441, N9 1.414, S13 1.917
9 N -1.13 1.67 0.51  C7 1.491, C8 1.414, H21 0.977
10 O -3.08 -1.84 -0.20  S13 1.424
11 O -3.88 0.44 0.12  S13 1.721, H22 0.924
12 O -2.23 -0.08 -1.64  S13 1.426
13 S -2.53 -0.53 -0.33  C8 1.917, O10 1.424, O11 1.721, O12 1.426
14 H 2.91 -1.92 -1.39  C1 1.040
15 H 1.51 -3.23 0.24  C2 1.032
16 H 2.14 0.51 -1.87  C3 1.029
17 H -0.12 -2.35 1.49  C4 1.098
18 H 0.73 2.69 0.00  C7 1.155
19 H -0.28 2.10 -1.34  C7 1.038
20 H -2.03 0.11 2.25  no bonds
21 H -1.93 1.93 0.01  N9 0.977
22 H -4.52 -0.01 0.61  O11 0.924


Question: Look up the net charge of the second one.
Answer: 0


Question: The lowest energy above the lowest of the compared OMol25 structures with the same formula, charge and spin belongs to which entry?
Answer: C8H9NO3S